Entry 1:
{"formula": "C36H37N3ORuS5", "method": "ωB97M-V/def2-TZVPD", "total_charge": 2, "total_energy_ev": -101194.7073, "gap_ev": [4.882, 4.897], "lumo_ev": [-7.88, -7.87], "e_above_lowest_kcal_mol": 9.3, "symbols": ["Ru", "S", "S", "S", "S", "S", "O", "N", "N", "N", "C", "C", "C", "C", "C", "C", "C", "C", "C", "C", "C", "C", "C", "C", "C", "C", "C", "C", "C", "C", "C", "C", "C", "C", "C", "C", "C", "C", "C", "C", "C", "C", "C", "C", "C", "C", "H", "H", "H", "H", "H", "H", "H", "H", "H", "H", "H", "H", "H", "H", "H", "H", "H", "H", "H", "H", "H", "H", "H", "H", "H", "H", "H", "H", "H", "H", "H", "H", "H", "H", "H", "H", "H"], "xyz": [[-0.3441, -0.0737, -0.1006], [-2.4161, 0.4616, -5.0964], [-0.7934, 0.0050, -2.1981], [-2.8224, -2.4154, -5.0191], [-2.5494, -5.2109, -4.0602], [-1.5811, -2.9109, -2.4444], [1.2377, -1.2208, 0.0892], [-0.7561, 0.2968, 1.7914], [-1.8570, 1.6905, 3.3167], [-0.6550, 2.6278, 1.6070], [0.5049, 5.1670, 1.2941], [3.4122, -3.0855, 0.4288], [-1.2161, 4.8370, 5.1755], [5.8487, -1.8822, 1.1255], [1.5653, 1.8820, -1.2672], [3.5009, -1.6701, 0.6206], [1.8124, 4.1747, -0.6046], [-3.5822, 4.4232, 5.0895], [4.7451, -1.0678, 0.9818], [-0.9955, 3.6703, 4.4622], [-3.3912, 3.2561, 4.3573], [4.9652, 0.4073, 1.2089], [4.5524, -3.8378, 0.5917], [0.5850, 1.6829, -0.2895], [-2.0780, 2.9049, 4.0436], [2.1715, 3.1120, -1.4281], [-3.3831, 1.5074, -3.9739], [-2.2442, -1.0326, -4.2004], [-0.2932, -0.6931, 3.9978], [-0.8337, -0.8106, 2.7174], [-2.5143, 5.2135, 5.4865], [2.1346, -3.7886, 0.0711], [-2.3069, -3.6328, -3.8601], [0.8733, 4.0157, 0.3973], [7.0019, -4.1031, 1.1013], [-0.9253, -2.9595, 4.4750], [0.2810, 2.7477, 0.5540], [2.3883, -0.8235, 0.4511], [-0.3426, -1.7640, 4.8732], [5.7781, -3.2606, 0.9354], [-1.0676, 1.5350, 2.2491], [-1.6326, -1.2520, -2.9814], [-4.5504, 2.4008, 3.9282], [-1.3686, -2.0255, 2.2902], [-1.4236, -3.0849, 3.1891], [-1.8183, -2.1919, 0.8705], [-0.3778, 5.4352, 5.5054], [-0.9394, -2.2151, 0.2005], [-1.8544, -4.0247, 2.8669], [1.7299, -3.4272, -0.8749], [-0.5615, 5.4070, 1.2395], [4.0825, 1.0356, 1.1444], [0.0786, -1.6645, 5.8642], [-4.5529, 2.2420, 2.8480], [6.7975, -5.1558, 0.9227], [-4.5915, 4.7176, 5.3476], [7.4034, -3.9913, 2.1099], [-4.4023, 1.1371, -3.9056], [-3.3853, 2.4866, -4.4494], [-4.5274, 1.4190, 4.4095], [-2.6955, 6.1186, 6.0497], [-0.9867, 3.4979, 2.0041], [1.8507, 1.0664, -1.9224], [2.2778, 5.1424, -0.7394], [-2.3178, -3.1427, 0.6933], [5.4046, 0.5578, 2.1951], [4.5002, -4.9099, 0.4502], [1.0453, 6.0626, 0.9979], [-0.9763, -3.7951, 5.1592], [-2.3157, 0.8565, 3.6538], [5.6846, 0.7811, 0.4792], [1.3695, -3.6257, 0.8330], [2.9152, 3.2511, -2.2013], [0.1710, 0.2340, 4.3100], [6.7994, -1.4368, 1.3945], [-2.9229, 1.5913, -2.9951], [-2.5271, -1.4125, 0.5693], [-5.4929, 2.8688, 4.2015], [2.3139, -4.8577, -0.0151], [2.5086, 0.2391, 0.6318], [0.0158, 3.3392, 4.2554], [7.7808, -3.7766, 0.4101], [0.7500, 4.9653, 2.3392]], "atomic_forces_ev_per_a": [[0.55, 0.01, 0.29], [0.06, 0.10, 0.01], [-0.39, 0.16, -0.08], [0.00, -0.07, -0.05], [0.04, 0.03, 0.00], [0.08, -0.09, 0.07], [-0.01, -0.02, -0.03], [-0.10, 0.06, -0.09], [0.05, -0.10, 0.06], [0.04, 0.04, -0.01], [0.00, 0.00, 0.00], [0.01, -0.05, 0.01], [0.01, 0.00, 0.01], [-0.02, 0.01, 0.01], [0.09, 0.00, -0.02], [-0.11, 0.05, -0.02], [-0.02, -0.02, 0.01], [0.00, 0.00, 0.00], [0.06, 0.01, 0.02], [0.01, -0.04, 0.04], [0.01, 0.03, -0.06], [0.00, -0.01, -0.02], [-0.02, 0.00, -0.01], [-0.05, -0.16, 0.06], [-0.07, 0.06, -0.02], [-0.02, -0.03, 0.01], [-0.02, -0.03, 0.00], [0.02, 0.01, 0.11], [-0.01, 0.03, -0.04], [-0.04, -0.01, 0.01], [-0.01, -0.01, -0.01], [0.00, 0.00, 0.00], [-0.09, -0.04, 0.01], [0.02, 0.01, -0.01], [0.00, 0.00, 0.00], [0.01, 0.02, 0.02], [-0.06, 0.06, 0.04], [0.18, -0.06, 0.03], [-0.01, -0.03, 0.00], [0.00, 0.00, 0.00], [-0.10, 0.00, -0.11], [0.00, 0.02, -0.13], [0.00, 0.00, 0.00], [-0.03, 0.04, -0.02], [0.04, 0.00, -0.02], [-0.11, 0.08, -0.02], [0.00, 0.00, 0.00], [-0.09, -0.03, -0.07], [0.00, 0.00, 0.00], [0.01, -0.01, 0.00], [0.00, 0.00, 0.00], [0.00, 0.00, 0.00], [0.00, 0.00, 0.00], [0.00, 0.00, 0.00], [0.00, 0.00, 0.00], [0.00, 0.00, 0.00], [0.00, 0.00, 0.00], [0.00, 0.00, 0.02], [-0.02, 0.00, -0.01], [0.00, 0.00, 0.00], [0.00, 0.00, 0.00], [0.00, 0.00, 0.00], [-0.02, 0.00, 0.00], [0.00, 0.00, 0.00], [0.05, -0.04, 0.04], [0.00, 0.00, 0.00], [0.00, 0.00, 0.00], [0.00, 0.00, 0.00], [0.00, 0.00, 0.00], [0.07, -0.03, 0.04], [0.00, 0.00, 0.00], [0.00, 0.00, 0.00], [0.00, 0.01, 0.00], [0.00, 0.01, 0.00], [0.00, 0.00, 0.00], [0.01, 0.02, -0.01], [0.02, -0.01, -0.06], [0.00, 0.00, 0.00], [0.00, 0.00, 0.01], [-0.01, 0.01, 0.01], [0.00, 0.00, -0.01], [0.00, 0.00, 0.00], [0.00, -0.01, 0.00]]}

=====

Entry 2:
{"formula": "C36H37NP2ReS", "method": "ωB97M-V/def2-TZVPD", "total_charge": 2, "total_energy_ev": -70940.0932, "gap_ev": [5.658, 5.380], "lumo_ev": [-7.35, -8.34], "e_above_lowest_kcal_mol": 106.3, "spin_multiplicity": 4, "symbols": ["Re", "S", "P", "P", "N", "C", "C", "C", "C", "C", "C", "C", "C", "C", "C", "C", "C", "C", "C", "C", "C", "C", "C", "C", "C", "C", "C", "C", "C", "C", "C", "C", "C", "C", "C", "C", "C", "C", "C", "C", "C", "H", "H", "H", "H", "H", "H", "H", "H", "H", "H", "H", "H", "H", "H", "H", "H", "H", "H", "H", "H", "H", "H", "H", "H", "H", "H", "H", "H", "H", "H", "H", "H", "H", "H", "H", "H", "H"], "xyz": [[-0.2445, 0.6192, 1.0711], [-3.1792, 0.9525, 4.5847], [2.0613, -0.0965, 0.4228], [-1.0376, -1.3372, 0.5362], [-1.1548, 0.7435, 2.6820], [3.5388, -0.9569, 1.1370], [-2.6970, -3.4281, 0.0762], [3.3079, -2.2209, 1.7138], [0.0022, -0.6205, -3.4726], [-3.6267, -4.3980, 0.4444], [-2.3550, 2.0143, 0.7136], [5.6997, -2.5855, 1.8769], [-3.6525, -3.5392, 2.7215], [0.8109, 0.1178, -2.4484], [-2.1431, -0.2440, -2.0892], [-2.2555, -2.4941, 1.0343], [-0.1409, 2.3504, -2.9817], [-2.1692, 1.0955, -2.1784], [4.2422, 3.0762, -1.2757], [3.7260, 4.1776, -0.5757], [-4.1153, -4.4433, 1.7547], [-1.5913, 1.9243, -3.2873], [5.9126, -1.2627, 1.4706], [3.7712, 1.7882, -0.9952], [-4.6463, 2.5586, 0.1853], [0.5617, 1.3833, -2.0629], [-3.9924, 0.2175, 0.3189], [2.8515, 3.9670, 0.4951], [-1.9631, 0.8284, 3.5679], [-3.3737, 2.9783, 0.5830], [0.1854, -2.1508, -0.3837], [4.8385, -0.4228, 1.1512], [-4.9673, 1.2121, 0.0336], [2.4154, 2.6790, 0.7925], [1.4637, -1.6481, -0.4153], [2.8478, 1.5694, 0.0539], [1.2851, 0.5311, 2.6679], [-1.4139, -1.1295, -3.0621], [-2.7060, 0.6937, 0.5913], [4.3862, -3.0451, 2.0309], [-2.7193, -2.5611, 2.3709], [-1.3525, -2.1584, -2.6813], [4.0253, 5.1894, -0.8564], [5.0052, 0.6391, 0.9447], [-4.8554, -5.1959, 2.0306], [6.5427, -3.2519, 2.0918], [6.9333, -0.8825, 1.4052], [0.4163, 2.4348, -3.9337], [5.0338, 3.2259, -2.0220], [2.3829, 0.5013, 2.5571], [-2.1985, 2.8353, -3.3849], [-4.2805, -0.8452, 0.2646], [4.1468, 0.9339, -1.5577], [-2.7432, 1.7056, -1.4820], [-0.1539, 3.3664, -2.5585], [2.5244, 4.7999, 1.1273], [-2.3316, -1.8509, 3.1132], [1.0946, 1.4582, 3.2382], [-3.0848, 4.0115, 0.7865], [-0.0920, -3.1063, -0.8297], [-3.9755, -5.1294, -0.2870], [-1.6298, 1.4043, -4.2550], [-0.1269, 0.0093, -4.3686], [0.5890, -1.4943, -3.7957], [-2.8977, -0.7676, -1.4935], [-5.3644, 3.3530, -0.0200], [2.2810, -2.5511, 1.8922], [-5.9629, 0.9394, -0.3276], [-1.2866, 2.3739, 0.7539], [0.9771, -0.3236, 3.2891], [-4.0318, -3.6140, 3.7471], [2.2429, -2.2631, -0.8891], [-2.0157, -1.2403, -3.9869], [1.7884, -0.3533, -2.2790], [4.2074, -4.0525, 2.4002], [0.9938, 1.8579, -1.1695], [1.7166, 2.5402, 1.6188], [-2.2816, -3.3925, -0.9356]], "atomic_forces_ev_per_a": [[0.34, 0.99, -0.22], [1.07, -0.11, -0.60], [0.32, -0.68, 0.86], [-0.32, -0.85, -0.60], [-1.39, -0.18, 3.22], [-0.59, 0.03, 1.01], [0.07, -0.01, 0.22], [0.35, -0.12, -0.41], [0.23, -0.32, -0.92], [-0.04, 0.03, 0.00], [-1.54, -0.01, -0.57], [-0.28, 0.27, -0.23], [0.01, 0.04, -0.13], [0.64, 0.13, -0.43], [-0.60, 0.02, -1.06], [-0.60, -0.71, 0.63], [-0.81, 0.28, 0.11], [-0.87, -0.08, -0.43], [-0.16, -0.05, 0.16], [0.11, -0.30, 0.12], [0.20, 0.22, 0.01], [0.05, 0.17, -0.33], [0.03, -0.10, 0.15], [-0.03, -0.19, 0.45], [0.27, 0.67, 0.17], [0.41, 0.85, 0.00], [-0.03, 0.57, 0.03], [0.21, 0.10, -0.17], [-0.55, 0.15, 0.03], [0.95, -0.17, 0.17], [1.25, 0.06, 0.26], [-0.15, -0.11, -0.15], [0.70, -0.27, 0.20], [-0.43, -0.27, 0.16], [-0.17, -0.52, -1.61], [0.07, 0.17, -1.63], [0.43, 0.47, 1.18], [0.01, 0.03, -0.26], [1.04, -0.11, 0.23], [-0.03, 0.09, 0.15], [-0.01, 0.12, -0.29], [0.08, 0.29, 0.08], [0.00, -0.34, 0.21], [0.07, -0.57, -0.18], [0.25, 0.21, -0.08], [-0.37, 0.37, -0.08], [-0.34, -0.03, 0.08], [-0.05, -0.16, 0.49], [-0.58, -0.12, 0.21], [-0.59, 0.01, 0.16], [0.06, -0.35, -0.09], [0.41, 0.62, 0.04], [-0.04, 0.24, 0.03], [-0.04, -0.56, -0.36], [0.14, -0.39, 0.08], [0.07, -0.32, -0.39], [-0.28, -0.37, -0.30], [-0.09, -0.41, -0.10], [-0.51, -0.15, -0.36], [0.51, 0.08, 0.07], [0.12, 0.27, 0.20], [-0.12, 0.08, 0.35], [0.19, -0.17, 0.27], [-0.23, 0.28, -0.03], [0.59, 0.28, 0.19], [-0.05, -0.42, 0.10], [0.37, -0.12, -0.21], [0.37, -0.06, 0.30], [-0.42, 0.49, 0.13], [0.24, 0.26, -0.22], [0.25, 0.12, -0.44], [-0.31, 0.25, 0.22], [0.29, 0.16, 0.33], [-0.60, 0.13, 0.78], [0.01, 0.23, 0.01], [0.53, -0.27, -1.00], [0.29, 0.22, -0.23], [-0.35, -0.10, 0.28]]}

=====

Entry 3:
{"formula": "C36H37NP2SZr", "method": "ωB97M-V/def2-TZVPD", "total_charge": 2, "total_energy_ev": -70094.1691, "gap_ev": 4.707, "lumo_ev": -8.22, "e_above_lowest_kcal_mol": 94.3, "symbols": ["Zr", "S", "P", "P", "N", "C", "C", "C", "C", "C", "C", "C", "C", "C", "C", "C", "C", "C", "C", "C", "C", "C", "C", "C", "C", "C", "C", "C", "C", "C", "C", "C", "C", "C", "C", "C", "C", "C", "C", "C", "C", "H", "H", "H", "H", "H", "H", "H", "H", "H", "H", "H", "H", "H", "H", "H", "H", "H", "H", "H", "H", "H", "H", "H", "H", "H", "H", "H", "H", "H", "H", "H", "H", "H", "H", "H", "H", "H"], "xyz": [[-0.8425, 1.7069, -0.4849], [-4.5062, 3.3130, 2.3715], [2.2316, 1.2573, -1.0356], [0.6585, -0.6038, -2.4220], [-2.2403, 2.5705, 0.9148], [5.4545, 3.6073, -2.1882], [-0.6854, -1.8267, -2.3681], [-0.7293, -2.9703, -1.5630], [1.7037, 1.6746, 0.6399], [-2.2473, -1.6759, 3.4323], [5.1558, 1.3038, -0.6525], [-3.1682, 2.9347, 1.5985], [2.8502, -0.7606, -4.3678], [-2.1263, 0.5888, 4.9438], [3.0238, -2.1898, -6.3251], [-1.9113, -3.7153, -1.5155], [3.5614, -1.2042, -5.4925], [2.6606, -0.5077, -0.6323], [-1.8059, -1.4387, -3.1272], [1.7723, -2.7157, -6.0175], [0.8326, 2.2663, 3.2126], [-2.7990, 0.7795, -0.9081], [6.4244, 1.8857, -0.8017], [-2.9816, -2.1727, -3.0547], [-5.0582, -0.7036, 4.1833], [1.5886, -1.2913, -4.0154], [-3.0314, -3.3260, -2.2590], [-3.2739, -1.1424, 2.4819], [2.0091, 2.8378, 2.7226], [6.5785, 3.0355, -1.5761], [0.0538, 1.4209, 2.4339], [1.0863, -2.2930, -4.8625], [4.1913, 3.0349, -2.0183], [4.0062, 1.8830, -1.2241], [2.4515, 2.5287, 1.4398], [-4.6531, 0.5156, 5.1061], [1.8617, -1.3939, -1.2654], [-1.9221, -0.9000, 4.7501], [0.5013, 0.9557, 1.1429], [-4.5336, -0.7286, 2.7781], [-3.3532, 1.1921, 4.8260], [0.1286, -2.7632, -4.6362], [3.3246, 3.4745, -2.5116], [-0.8410, -1.0121, 4.8677], [3.5605, -2.5309, -7.2085], [-1.3052, -1.7631, 2.8601], [-1.9424, -4.6088, -0.8901], [7.5661, 3.4812, -1.7003], [1.3261, -3.4730, -6.6637], [-2.4274, -1.4045, 5.5813], [3.3952, 2.9180, 1.0520], [-2.9173, -0.3051, -0.8041], [7.2943, 1.4290, -0.3162], [4.5452, -0.7941, -5.7346], [-2.8999, -0.9309, 1.4722], [-5.2136, -0.4600, 1.9592], [2.6438, 3.4122, 3.3907], [5.5746, 4.5021, -2.8029], [-1.2384, 1.2126, 5.0592], [-3.4848, 2.2218, 4.4901], [-3.0494, 1.0019, -1.9393], [3.2988, 0.0279, -3.7614], [1.9815, -2.4872, -1.2622], [-1.7644, -0.5233, -3.7252], [-6.1733, -0.7191, 4.1309], [-3.9486, -3.9142, -2.2135], [3.4529, -0.7137, 0.1094], [-2.4656, -2.7032, 3.7471], [-3.8598, -1.8342, -3.6049], [-4.7368, -1.6087, 4.7295], [-5.4087, 1.2961, 4.8701], [5.1002, 0.3878, -0.0711], [0.4223, -0.1307, 0.8848], [-4.7179, 0.1297, 6.1644], [0.1411, -3.2642, -0.9775], [-0.9079, 1.0313, 2.7996], [0.4722, 2.5199, 4.2223], [-3.7141, 1.1658, -0.3680]], "atomic_forces_ev_per_a": [[-3.32, 1.04, 0.84], [1.55, -0.22, -0.92], [3.01, -0.02, 0.94], [0.19, -3.41, -1.43], [2.57, 0.10, -1.15], [0.16, -0.14, 0.06], [-0.59, 0.46, -0.10], [-0.31, 0.29, -0.22], [0.33, -1.15, 0.82], [0.52, 0.44, 0.01], [-0.01, -0.07, 0.25], [-1.45, 0.03, 0.27], [-0.06, 0.21, 0.09], [-2.05, 0.95, -1.60], [-0.30, 0.24, 0.30], [0.01, -0.05, -0.08], [-0.19, -0.15, 0.19], [-1.39, -0.31, -0.54], [-0.02, -0.24, 0.48], [0.03, 0.13, 0.55], [-0.93, 0.56, 0.22], [-1.07, -0.50, 0.60], [-0.36, -0.10, -0.14], [0.01, -0.23, -0.03], [-0.71, -0.44, 0.58], [0.48, 0.72, -0.49], [0.20, 0.15, 0.06], [-1.23, 1.27, -0.07], [0.03, -0.85, 0.50], [-0.42, 0.03, 0.01], [-0.15, -1.00, -0.03], [-0.57, 0.03, 0.13], [-0.10, -0.16, 0.20], [-0.15, 0.84, -0.38], [-0.53, 0.30, -0.58], [-1.12, -0.41, -1.14], [0.67, 1.07, 0.14], [0.51, 0.12, 1.22], [1.72, 1.22, 0.92], [1.44, -0.45, -0.20], [1.85, -0.99, 0.33], [0.18, 0.16, -0.11], [0.22, 0.04, 0.07], [-0.12, -0.51, 0.44], [-0.10, 0.11, 0.22], [-0.26, 0.01, 0.20], [-0.09, 0.24, -0.22], [-0.32, -0.10, 0.01], [0.08, 0.20, 0.29], [0.22, -0.16, -0.04], [-0.35, 0.03, 0.12], [0.49, -0.10, -0.17], [-0.44, 0.13, -0.24], [-0.38, -0.01, 0.24], [-0.36, -0.54, 0.07], [0.40, 0.23, 0.34], [-0.16, 0.12, -0.12], [-0.11, -0.32, 0.18], [-0.12, -0.05, -0.43], [0.63, 0.05, 1.00], [0.34, 0.05, -0.82], [-0.03, -0.14, -0.08], [0.01, 0.58, 0.15], [-0.03, -0.29, 0.08], [0.81, -0.14, 0.27], [0.27, 0.17, 0.03], [-0.48, -0.02, -0.66], [-0.17, 0.12, -0.16], [0.21, -0.23, 0.09], [-0.19, 0.15, -0.42], [0.16, -0.53, 0.84], [-0.02, 0.21, -0.03], [-0.26, 0.63, 0.04], [-0.01, 0.81, -1.02], [-0.39, -0.06, -0.10], [0.58, 0.07, 0.19], [0.25, -0.13, -0.61], [1.34, -0.12, -0.24]]}

=====

Here are the calculated molecular weight numbers, same order: 789.12 763.92 668.94 (g/mol).